[1]
C16H21FIrN4O2S4 | wB97M-V/def2-TZVPD

Calculated values
Total energy in Eh: -2788.23835
Spin multiplicity: 2
HOMO level (spin up / spin down) in Ha: -0.5276 / -0.5302
Orbital gap (spin up / spin down) in eV: 9.00 / 5.61
Total charge: +2
Max |F| in eV/Å: 3.73
Relative energy (zero: lowest compared OMol25 entry of this formula, charge and spin) in kJ/mol: 61.5
Expectation value of S²: 0.783

Positions of all 49 atoms, in Å:
Ir1 -1.07 -0.45 0.17
C1 -1.29 1.58 2.76
C2 -2.55 1.96 2.04
S1 -2.39 1.51 0.29
C3 -3.97 0.72 -0.06
C4 -4.34 -0.46 0.80
S2 -3.02 -1.69 0.68
C5 -2.61 -2.15 2.37
C6 -2.17 -1.05 3.28
S3 -0.78 -0.14 2.55
H1 -1.35 1.78 3.83
H2 -0.44 2.12 2.36
H3 -2.67 3.04 2.09
H4 -3.45 1.51 2.45
H5 -3.84 0.42 -1.10
H6 -4.75 1.49 -0.03
H7 -5.25 -0.90 0.40
H8 -4.53 -0.23 1.85
H9 -1.80 -2.88 2.24
H10 -3.47 -2.69 2.78
H11 -1.82 -1.49 4.22
H12 -2.97 -0.35 3.54
N1 4.04 2.50 -4.62
C7 3.62 2.15 -3.42
C8 4.07 0.92 -2.84
C9 3.64 0.56 -1.60
C10 2.74 1.41 -0.91
C11 2.28 2.62 -1.47
C12 2.72 3.00 -2.70
S4 2.10 0.87 0.66
O1 3.18 0.32 1.40
O2 1.31 1.95 1.16
N2 1.04 -0.28 0.25
C13 1.25 -1.60 -0.04
N3 0.02 -2.16 -0.08
C14 -0.06 -3.43 -0.50
C15 1.09 -4.14 -0.78
C16 2.30 -3.47 -0.67
N4 2.39 -2.18 -0.32
H13 4.68 1.92 -5.15
H14 3.74 3.36 -5.05
H15 4.77 0.29 -3.38
H16 3.96 -0.36 -1.13
H17 1.60 3.24 -0.90
H18 2.40 3.93 -3.15
H19 -1.05 -3.87 -0.58
H20 1.04 -5.17 -1.08
H21 3.23 -3.97 -0.89
F1 -1.57 -0.07 -1.73


[2]
C34H83Br4N5 | wB97M-V/def2-TZVPD

Calculated values
Total energy in Eh: -11914.91929
HOMO level in Ha: -0.2956
SMILES: CCN(CC)CC.CCN(CC)CC.CCN(CC)CC.CCN(CC)CC.CCN(CC)CC.BrCCBr.BrCCBr
Orbital gap in eV: 8.54
Total charge: 0
Max |F| in eV/Å: 2.99

Positions of all 126 atoms, in Å:
C1 0.85 0.33 -3.65
C2 2.08 -0.54 -4.14
N1 3.23 0.28 -4.43
C3 3.88 0.83 -3.27
C4 4.71 -0.13 -2.43
C5 3.01 1.31 -5.37
C6 2.66 0.88 -6.80
H1 1.25 1.11 -3.02
H2 0.17 -0.25 -3.01
H3 0.23 0.78 -4.44
H4 2.25 -1.29 -3.36
H5 1.80 -1.20 -5.02
H6 4.64 1.56 -3.65
H7 3.12 1.33 -2.59
H8 4.99 0.46 -1.51
H9 4.21 -1.03 -2.13
H10 5.59 -0.33 -3.05
H11 3.88 1.89 -5.55
H12 2.21 2.05 -5.06
H13 3.28 0.08 -7.31
H14 2.78 1.76 -7.43
H15 1.63 0.59 -6.89
C7 -5.37 1.39 -2.95
C8 -4.23 0.96 -2.07
N2 -2.99 0.64 -2.75
C9 -2.60 1.56 -3.81
C10 -2.24 2.96 -3.28
C11 -3.14 -0.76 -3.36
C12 -2.77 -1.82 -2.35
H16 -6.29 1.36 -2.40
H17 -5.47 0.69 -3.77
H18 -5.29 2.36 -3.38
H19 -4.05 1.72 -1.32
H20 -4.41 0.09 -1.51
H21 -1.78 1.08 -4.34
H22 -3.42 1.67 -4.56
H23 -3.09 3.40 -2.80
H24 -1.48 2.88 -2.53
H25 -2.07 3.67 -4.09
H26 -2.42 -0.77 -4.19
H27 -4.15 -0.90 -3.80
H28 -3.36 -1.75 -1.43
H29 -1.71 -1.62 -2.12
H30 -2.86 -2.81 -2.75
C13 -0.92 4.29 0.95
C14 -2.40 4.52 0.65
N3 -2.80 5.95 0.62
C15 -3.13 6.59 1.90
C16 -4.30 7.57 1.82
C17 -2.03 6.80 -0.27
C18 -2.21 6.52 -1.71
H31 -0.54 4.66 1.94
H32 -0.22 4.82 0.22
H33 -0.73 3.19 0.88
H34 -2.67 4.06 -0.31
H35 -3.03 3.96 1.30
H36 -3.38 5.78 2.57
H37 -2.30 7.09 2.38
H38 -4.35 8.09 2.75
H39 -4.18 8.33 1.07
H40 -5.17 7.07 1.59
H41 -0.97 6.69 -0.04
H42 -2.31 7.87 -0.10
H43 -3.28 6.51 -2.00
H44 -1.79 5.58 -2.13
H45 -1.75 7.30 -2.35
C19 1.39 -6.24 3.76
C20 1.06 -4.78 3.75
N4 0.25 -4.37 2.59
C21 -1.04 -4.99 2.67
C22 -1.82 -4.67 3.99
C23 0.75 -4.71 1.26
C24 2.18 -4.31 1.02
H46 2.11 -6.32 4.54
H47 1.80 -6.60 2.83
H48 0.56 -6.88 3.98
H49 0.56 -4.49 4.66
H50 2.01 -4.16 3.76
H51 -0.97 -6.04 2.59
H52 -1.62 -4.64 1.84
H53 -1.23 -5.05 4.80
H54 -2.74 -5.21 4.03
H55 -2.01 -3.61 4.06
H56 0.58 -5.82 1.16
H57 0.09 -4.19 0.49
H58 2.41 -4.60 -0.02
H59 2.28 -3.24 1.20
H60 2.95 -4.69 1.72
C25 7.83 -0.93 4.28
C26 6.41 -0.52 3.86
N5 5.60 -1.64 3.33
C27 5.75 -1.85 1.91
C28 5.47 -3.28 1.44
C29 4.20 -1.39 3.67
C30 3.96 -1.69 5.17
H61 7.90 -1.63 5.10
H62 8.40 -0.06 4.58
H63 8.27 -1.38 3.41
H64 5.92 -0.01 4.73
H65 6.44 0.24 3.03
H66 5.20 -1.14 1.35
H67 6.78 -1.59 1.65
H68 5.41 -3.30 0.36
H69 6.21 -3.91 1.87
H70 4.47 -3.54 1.76
H71 3.38 -1.91 3.06
H72 3.94 -0.30 3.42
H73 3.95 -2.80 5.32
H74 3.00 -1.26 5.41
H75 4.65 -1.28 5.87
Br1 -7.27 0.48 1.82
C31 -6.30 -0.75 0.57
C32 -7.17 -1.92 0.18
Br2 -6.26 -2.92 -1.17
H76 -5.38 -1.00 1.12
H77 -6.06 -0.11 -0.25
H78 -8.15 -1.63 -0.18
H79 -7.38 -2.55 1.04
Br3 0.35 0.24 0.11
C33 -1.44 -0.26 0.53
C34 -1.47 -0.82 1.90
Br4 -3.14 -1.65 2.31
H80 -1.85 -0.95 -0.24
H81 -1.99 0.64 0.30
H82 -1.33 -0.11 2.65
H83 -0.66 -1.61 2.01


[3]
C5H8ClN | wB97M-V/def2-TZVPD

Calculated values
Total energy in Eh: -710.06476
HOMO level in Ha: -0.3256
SMILES: Cl[C@H]1[C@H]2CCN[C@H]12
Orbital gap in eV: 9.75
Total charge: 0
Max |F| in eV/Å: 6.54
Relative energy (zero: lowest compared OMol25 entry of this formula, charge and spin) in kJ/mol: 492.6

Positions of all 15 atoms, in Å:
Cl1 3.28 -0.02 -0.39
C1 1.77 -0.27 0.71
C2 0.50 0.62 0.65
C3 -0.57 1.22 -0.31
C4 -1.52 -0.13 -0.38
N1 -0.80 -1.22 0.03
C5 0.64 -0.82 0.02
H1 2.20 -0.53 1.77
H2 0.09 0.54 1.77
H3 -0.08 1.74 -1.12
H4 -1.24 1.88 0.27
H5 -2.53 0.13 0.19
H6 -1.64 -0.30 -1.58
H7 -0.90 -2.09 -0.57
H8 0.78 -0.76 -1.06


[4]
C38H67GeN2Si2Sn | wB97M-V/def2-TZVPD

Calculated values
Total energy in Eh: -4467.67816
HOMO level in Ha: -0.3939
Orbital gap in eV: 7.29
Total charge: +1
Max |F| in eV/Å: 0.95

Positions of all 111 atoms, in Å:
Sn1 0.62 0.63 -0.18
C1 2.53 -2.42 0.23
Si1 3.45 -1.02 -0.61
C2 5.24 -1.41 -0.30
C3 3.12 -0.85 -2.43
C4 2.82 0.60 0.13
C5 2.60 0.58 1.61
C6 3.57 0.50 2.62
C7 3.16 0.56 3.94
C8 1.81 0.69 4.26
C9 0.90 0.74 3.23
N1 1.31 0.67 1.95
Si2 3.67 2.21 -0.45
C10 5.49 1.94 -0.68
C11 3.46 3.46 0.92
C12 2.97 2.78 -2.08
H1 2.73 -3.31 -0.37
H2 0.91 -1.88 1.33
H3 3.01 -2.63 1.20
H4 5.45 -2.42 -0.67
H5 5.49 -1.39 0.77
H6 5.93 -0.72 -0.82
H7 3.31 -1.79 -2.97
H8 3.79 -0.08 -2.85
H9 2.09 -0.54 -2.63
H10 4.62 0.42 2.35
H11 3.90 0.50 4.73
H12 1.47 0.75 5.29
H13 -0.17 0.82 3.40
H14 5.98 1.51 0.21
H15 5.96 2.92 -0.88
H16 5.70 1.29 -1.54
H17 4.02 3.16 1.81
H18 2.40 3.58 1.19
H19 3.84 4.44 0.59
H20 3.58 2.39 -2.91
H21 3.00 3.88 -2.13
H22 1.93 2.48 -2.24
C13 -6.36 1.33 1.60
C14 -5.07 1.69 0.87
C15 -3.84 1.63 1.77
C16 -2.52 1.86 1.01
Ge1 -2.01 0.21 0.10
C17 -2.98 -0.36 -1.48
C18 -3.89 -1.53 -1.11
C19 -4.78 -1.98 -2.27
C20 -5.86 -0.96 -2.63
H23 -7.23 1.43 0.95
H24 -6.51 1.99 2.46
H25 -6.32 0.30 1.97
H26 -5.15 2.70 0.45
H27 -4.94 1.01 0.02
H28 -3.82 0.66 2.28
H29 -3.93 2.39 2.55
H30 -1.70 2.14 1.67
H31 -2.62 2.66 0.27
H32 -2.12 -0.93 1.14
H33 -2.29 -0.64 -2.28
H34 -3.55 0.51 -1.84
H35 -4.54 -1.26 -0.26
H36 -3.28 -2.37 -0.77
H37 -5.26 -2.92 -1.99
H38 -4.15 -2.18 -3.15
H39 -6.46 -0.71 -1.74
H40 -6.54 -1.36 -3.38
H41 -5.44 -0.03 -3.03
C21 -1.21 5.80 0.43
C22 -0.16 5.34 -0.60
C23 -0.70 5.55 -2.03
C24 1.13 6.14 -0.41
C25 0.11 3.90 -0.41
C26 0.30 2.71 -0.27
H42 -1.39 6.87 0.32
H43 -0.86 5.60 1.45
H44 -2.16 5.27 0.28
H45 -0.95 6.61 -2.17
H46 -1.60 4.96 -2.20
H47 0.05 5.27 -2.77
H48 0.95 7.20 -0.60
H49 1.91 5.79 -1.10
H50 1.51 6.04 0.61
C27 -0.63 -2.66 -3.17
C28 0.56 -3.06 -2.28
C29 1.61 -3.81 -3.11
C30 0.07 -3.88 -1.09
C31 -0.62 -5.07 -1.32
C32 -1.15 -5.80 -0.26
C33 -0.99 -5.33 1.03
C34 -0.27 -4.17 1.31
C35 -0.15 -3.78 2.78
C36 -1.03 -2.57 3.12
C37 1.28 -3.61 3.31
C38 0.27 -3.45 0.23
N2 1.05 -2.24 0.40
H51 -0.31 -1.93 -3.92
H52 -1.43 -2.21 -2.58
H53 -1.04 -3.52 -3.70
H54 1.00 -2.15 -1.90
H55 1.22 -4.77 -3.44
H56 2.52 -4.00 -2.54
H57 1.87 -3.23 -3.99
H58 -0.76 -5.42 -2.34
H59 -1.70 -6.72 -0.45
H60 -1.41 -5.90 1.86
H61 -0.57 -4.62 3.33
H62 -0.60 -1.65 2.72
H63 -1.12 -2.45 4.21
H64 -2.03 -2.68 2.71
H65 1.73 -2.65 3.01
H66 1.93 -4.41 2.96
H67 1.28 -3.62 4.40


[5]
C30H71N2O8PS | wB97M-V/def2-TZVPD

Calculated values
Total energy in Eh: -2636.03496
HOMO level in Ha: -0.3168
SMILES: CCOCCP(CCCCO)(CCCCCCCCCOC)(C[C@@H](C)O)S(C)(=O)=O.COC[C@@H](C)N.COC[C@@H](C)N
Orbital gap in eV: 9.06
Total charge: 0
Max |F| in eV/Å: 10.46

Positions of all 113 atoms, in Å:
C1 10.37 -0.67 3.05
C2 8.98 0.06 2.56
O1 8.57 -0.54 1.28
C3 7.69 -1.72 1.49
C4 6.56 -1.72 0.32
P1 4.81 -2.28 0.78
C5 4.10 -2.66 2.50
C6 5.18 -3.25 3.60
C7 4.47 -3.97 4.91
C8 3.15 -3.19 5.47
O2 3.26 -3.10 6.97
C9 3.55 -2.27 -0.71
C10 2.29 -3.30 -0.51
C11 1.21 -2.81 0.67
C12 -0.28 -2.42 0.07
C13 -1.36 -2.69 1.31
C14 -1.74 -1.29 2.12
C15 -2.98 -0.52 1.37
C16 -3.69 0.63 2.36
C17 -4.96 -0.05 3.18
O3 -4.52 -1.15 4.07
C18 -4.90 -2.47 3.52
C19 4.35 -0.41 0.97
C20 5.16 0.40 2.13
C21 6.06 1.68 1.55
O4 4.10 1.06 2.98
S1 5.34 -4.30 0.35
C22 4.37 -5.61 1.31
O5 6.85 -4.66 0.63
O6 5.14 -4.71 -1.16
H1 10.25 -1.81 3.32
H2 11.15 -0.55 2.15
H3 10.84 -0.05 3.94
H4 8.14 0.09 3.38
H5 9.27 1.19 2.32
H6 7.31 -1.77 2.59
H7 8.40 -2.67 1.34
H8 6.53 -0.61 -0.12
H9 6.99 -2.37 -0.59
H10 3.62 -1.70 3.04
H11 3.19 -3.43 2.51
H12 5.75 -2.29 4.04
H13 5.97 -3.99 3.15
H14 5.28 -3.92 5.79
H15 4.16 -5.09 4.70
H16 2.13 -3.75 5.28
H17 3.02 -2.09 5.10
H18 4.03 -2.43 7.08
H19 4.11 -2.40 -1.75
H20 3.04 -1.19 -0.80
H21 1.65 -3.21 -1.52
H22 2.57 -4.43 -0.43
H23 1.15 -3.73 1.42
H24 1.66 -1.90 1.26
H25 -0.56 -3.01 -0.92
H26 -0.26 -1.24 -0.11
H27 -2.33 -3.26 0.92
H28 -0.88 -3.40 2.13
H29 -2.04 -1.58 3.23
H30 -0.82 -0.55 2.21
H31 -3.84 -1.28 1.09
H32 -2.54 0.01 0.42
H33 -2.86 1.03 3.10
H34 -4.03 1.55 1.70
H35 -5.80 -0.34 2.42
H36 -5.40 0.81 3.89
H37 -5.78 -2.94 4.17
H38 -4.01 -3.25 3.59
H39 -5.21 -2.44 2.39
H40 4.51 0.21 -0.03
H41 3.21 -0.37 1.22
H42 5.76 -0.27 2.89
H43 6.66 2.23 2.42
H44 5.29 2.39 1.01
H45 6.86 1.36 0.76
H46 3.83 1.93 2.57
H47 3.24 -5.34 1.45
H48 4.84 -5.76 2.40
H49 4.55 -6.63 0.74
C23 -4.57 4.05 -0.81
O7 -5.13 2.75 -0.70
C24 -6.28 2.54 -1.53
C25 -5.95 2.18 -3.00
C26 -5.51 3.37 -3.84
N1 -4.91 1.14 -3.07
H50 -5.32 4.82 -0.97
H51 -3.82 4.07 -1.60
H52 -4.05 4.27 0.13
H53 -6.81 1.69 -1.09
H54 -6.96 3.39 -1.48
H55 -6.86 1.78 -3.46
H56 -4.49 3.69 -3.62
H57 -5.54 3.12 -4.91
H58 -6.17 4.23 -3.68
H59 -5.25 0.30 -2.59
H60 -4.12 1.45 -2.50
C27 -6.93 6.67 -5.78
O8 -7.50 5.37 -5.68
C28 -8.65 5.16 -6.51
C29 -8.31 4.79 -7.98
C30 -7.87 5.99 -8.81
N2 -7.28 3.75 -8.05
H61 -7.69 7.44 -5.95
H62 -6.19 6.69 -6.58
H63 -6.42 6.88 -4.84
H64 -9.18 4.31 -6.07
H65 -9.33 6.01 -6.45
H66 -9.23 4.40 -8.43
H67 -6.85 6.31 -8.59
H68 -7.90 5.74 -9.88
H69 -8.54 6.85 -8.66
H70 -7.61 2.92 -7.56
H71 -6.49 4.06 -7.47


[6]
C10H24 | wB97M-V/def2-TZVPD

Calculated values
Total energy in Eh: -395.39200
HOMO level in Ha: -0.3837
SMILES: CC(C)(C)C.CC(C)(C)C
Orbital gap in eV: 11.21
Total charge: 0
Max |F| in eV/Å: 3.50
Relative energy (zero: lowest compared OMol25 entry of this formula, charge and spin) in kJ/mol: 73.0

Positions of all 34 atoms, in Å:
C1 1.29 0.41 -2.03
C2 2.29 -0.64 -1.62
C3 2.31 -1.68 -2.79
C4 3.75 -0.04 -1.69
C5 1.97 -1.28 -0.28
H1 1.21 1.14 -1.20
H2 0.28 -0.01 -2.22
H3 1.62 0.94 -2.94
H4 1.33 -1.81 -3.27
H5 2.62 -2.64 -2.36
H6 3.05 -1.38 -3.55
H7 3.96 0.46 -2.65
H8 4.56 -0.76 -1.48
H9 3.74 0.73 -0.89
H10 0.95 -1.68 -0.35
H11 2.01 -0.56 0.55
H12 2.66 -2.11 -0.06
C6 -1.09 1.15 2.40
C7 -2.31 0.58 1.66
C8 -2.87 1.60 0.63
C9 -1.90 -0.74 1.01
C10 -3.47 0.53 2.80
H13 -1.38 2.05 2.97
H14 -0.39 1.44 1.61
H15 -0.58 0.45 3.09
H16 -3.17 2.56 1.07
H17 -3.74 1.16 0.12
H18 -2.08 1.78 -0.12
H19 -1.60 -1.54 1.71
H20 -1.03 -0.48 0.38
H21 -2.70 -1.12 0.37
H22 -3.51 1.38 3.49
H23 -3.36 -0.40 3.39
H24 -4.41 0.49 2.23


[7]
C20H20N4O4 | wB97M-V/def2-TZVPD

Calculated values
Total energy in Eh: -1294.09972
HOMO level in Ha: -0.3406
SMILES: CC[C@]1(c2ccccc2)C(=O)N(CC(N)=O)C(=O)N(c2cncc(C)c2)C1=O
Orbital gap in eV: 9.31
Total charge: 0
Max |F| in eV/Å: 6.34
Relative energy (zero: lowest compared OMol25 entry of this formula, charge and spin) in kJ/mol: 250.1

Positions of all 48 atoms, in Å:
C1 -1.55 4.06 1.22
C2 -0.82 2.81 1.80
C3 -0.23 1.77 0.87
C4 0.20 0.70 1.87
C5 -0.75 0.02 2.56
C6 -0.55 -1.04 3.46
C7 0.72 -1.52 3.55
C8 1.75 -0.84 2.92
C9 1.55 0.27 2.13
C10 0.96 2.14 -0.10
O1 1.33 3.33 -0.16
N1 1.42 1.28 -1.07
C11 2.76 1.63 -1.61
C12 3.74 0.82 -0.85
N2 4.04 -0.43 -1.26
O2 4.21 1.25 0.19
C13 0.74 0.13 -1.40
O3 1.25 -0.73 -2.10
N3 -0.62 0.11 -0.99
C14 -1.41 -0.80 -1.56
C15 -2.17 -0.47 -2.70
N4 -2.96 -1.38 -3.35
C16 -2.95 -2.54 -2.90
C17 -2.05 -3.09 -1.94
C18 -1.88 -4.57 -1.80
C19 -1.38 -2.10 -1.14
C20 -1.15 1.12 -0.17
O4 -2.28 1.46 -0.19
H1 -0.88 4.78 0.75
H2 -2.37 3.82 0.46
H3 -1.97 4.51 2.13
H4 0.06 3.23 2.36
H5 -1.59 2.28 2.35
H6 -1.73 0.15 2.28
H7 -1.42 -1.45 3.88
H8 1.00 -2.36 4.18
H9 2.73 -1.24 3.10
H10 2.27 0.88 1.80
H11 2.87 1.16 -2.61
H12 3.00 2.72 -1.61
H13 3.56 -0.94 -1.97
H14 4.49 -1.00 -0.53
H15 -2.22 0.49 -3.07
H16 -3.53 -3.21 -3.56
H17 -2.24 -5.25 -2.53
H18 -2.34 -4.79 -0.80
H19 -0.82 -4.79 -1.61
H20 -0.80 -2.39 -0.27